The molecule C6H9NO in a non-equilibrium geometry. Source: the OMol25 dataset; level of theory: ωB97M-V/def2-TZVPD.

Computed properties:
E_LUMO (Ha): 0.0187
SMILES: CNC(=O)C1=CCC1
Molar mass (Da): 111.1
HOMO-LUMO gap (eV): 9.6
Electronic energy (Ha): -363.892379
ΔE to the lowest compared entry with this formula, charge and spin (eV): 3.588
Multiplicity: 1

Each atom is followed by the atoms it is bonded to, with distances in Å.
Positions of all 17 atoms, in Å:
1 C -1.129 -2.711 0.758  N2 1.347, H9 1.217, H10 1.089, H11 1.267
2 N -0.724 -1.437 0.597  C1 1.347, C3 1.395, H12 1.131
3 C -0.394 -0.696 -0.538  N2 1.395, O4 1.269, C5 1.410
4 O -0.255 -1.323 -1.633  C3 1.269
5 C 0.082 0.603 -0.263  C3 1.410, C6 1.360, C8 1.584
6 C 0.281 1.468 0.767  C5 1.360, C7 1.541, H13 1.082
7 C 1.181 2.374 -0.096  C6 1.541, C8 1.542, H14 1.151, H15 1.030
8 C 0.933 1.444 -1.301  C5 1.584, C7 1.542, H16 1.091, H17 1.102
9 H -0.501 -3.217 1.669  C1 1.217
10 H -2.197 -2.708 0.972  C1 1.089
11 H -0.679 -3.316 -0.260  C1 1.267
12 H -1.153 -0.654 1.291  N2 1.131
13 H -0.023 1.661 1.787  C6 1.082
14 H 0.450 3.261 -0.038  C7 1.151
15 H 2.152 2.521 0.215  C7 1.030
16 H 0.265 1.834 -2.072  C8 1.091
17 H 1.712 0.894 -1.855  C8 1.102

Atom charges from the natural (NBO) analysis, given in e for atoms 1 to 6: -0.408 -0.598 0.603 -0.615 -0.114 -0.121